# 1
ORCA calculation (the ωB97M-V functional and the def2-TZVPD basis) on C40H128B2InO48 as an isolated structure in a non-equilibrium geometry.

Element x y z (Å)
1 In -0.3196 -3.7442 -2.5966
2 O -1.1772 1.5289 4.2657
3 C -1.0337 1.2776 3.0790
4 O -0.3016 0.4000 2.5289
5 B -0.4831 0.5218 1.0809
6 O -1.5289 1.4406 0.7933
7 C -1.9644 1.8835 1.9775
8 O -2.9613 2.4723 2.2023
9 O -0.7052 -0.8019 0.4692
10 C 0.2341 -1.1742 -0.3159
11 O 0.2423 -2.1776 -1.0337
12 C 1.3157 -0.0386 -0.2780
13 O 0.8636 0.8789 0.5787
14 O 2.3421 -0.0210 -0.9267
15 O 2.3083 -7.7161 -7.6478
16 C 2.6232 -7.6293 -6.4983
17 O 2.0564 -8.3015 -5.5257
18 B 2.7510 -7.7228 -4.2136
19 O 3.4037 -6.4735 -4.6052
20 C 3.5482 -6.5338 -5.9447
21 O 4.4310 -6.0121 -6.5928
22 O 3.7274 -8.5924 -3.6727
23 C 3.2897 -9.1716 -2.5561
24 O 3.8863 -10.1213 -2.0389
25 C 1.9742 -8.4537 -2.2097
26 O 1.7166 -7.5366 -3.0777
27 O 1.3013 -8.6550 -1.2367
28 C -1.5828 -3.6492 4.4414
29 O -2.2720 -3.9242 3.1866
30 H -2.0153 -2.8638 5.0659
31 H -1.5210 -4.5313 5.0385
32 H -0.5211 -3.4299 4.2306
33 H -2.8432 -3.1554 3.0123
34 C -0.5003 -6.5274 2.3503
35 O -0.4231 -5.1612 1.7967
36 H 0.2288 -7.0482 1.7174
37 H -0.0762 -6.5582 3.3521
38 H -1.5013 -7.0060 2.2517
39 H -1.0780 -4.6272 2.3338
40 C 4.5722 4.1594 0.3848
41 O 3.5814 3.3311 -0.2497
42 H 5.1237 3.5320 1.0895
43 H 5.1795 4.5535 -0.3838
44 H 4.1066 4.9911 0.9344
45 H 3.1540 2.8702 0.4393
46 C 6.1678 -1.0553 -2.3211
47 O 6.1801 0.3493 -2.1406
48 H 7.1600 -1.4377 -2.5022
49 H 5.7532 -1.5752 -1.4389
50 H 5.5152 -1.2942 -3.1327
51 H 5.3193 0.7208 -2.3789
52 C -0.8467 -5.5319 -5.4757
53 O -1.4095 -5.1659 -4.0847
54 H -0.0800 -4.8128 -5.7301
55 H -0.4035 -6.5378 -5.5838
56 H -1.6467 -5.3304 -6.1803
57 H -2.3560 -5.4261 -4.0776
58 C 5.7294 0.6631 1.5393
59 O 5.5159 1.3562 2.7841
60 H 6.1464 -0.3246 1.7936
61 H 4.7852 0.5270 1.0907
62 H 6.4059 1.1931 0.8484
63 H 6.4000 1.4404 3.1627
64 C 0.5049 -1.7641 -4.8203
65 O 0.4146 -3.1058 -4.3086
66 H -0.2766 -1.5990 -5.5111
67 H 0.5744 -1.0281 -4.0309
68 H 1.4745 -1.7973 -5.3230
69 H 7.7559 -4.7294 -7.0408
70 C 3.8404 4.0853 -3.6804
71 O 3.9521 2.8777 -2.9605
72 H 2.9739 4.1141 -4.3947
73 H 3.9066 5.0525 -3.0559
74 H 4.7465 4.1941 -4.3375
75 H 3.5857 3.0024 -2.0603
76 C -0.5584 5.3710 4.0471
77 O 0.8096 5.5485 4.4290
78 H -0.5082 5.1925 2.9691
79 H -1.0600 4.5261 4.5684
80 H -1.1783 6.2450 4.2499
81 H 0.8476 6.0417 5.2935
82 C 0.1102 4.4976 7.6613
83 O -0.5370 3.6795 6.5935
84 H 1.2112 4.3174 7.5663
85 H -0.2417 5.5549 7.5899
86 H -0.2208 4.0012 8.5817
87 H 0.1440 3.2593 6.0484
88 C 0.4882 3.0796 -5.7935
89 O 0.5531 4.1773 -4.8892
90 H -0.4997 2.5802 -5.7880
91 H 0.7994 3.2962 -6.7983
92 H 1.2345 2.3686 -5.3959
93 H 0.1211 4.9672 -5.2835
94 C 4.3539 0.8790 -6.0626
95 O 3.6619 0.6861 -4.8246
96 H 4.6688 -0.0872 -6.5426
97 H 3.7492 1.4278 -6.8007
98 H 5.3024 1.4532 -5.9586
99 H 3.9498 1.3689 -4.2080
100 C -5.2260 -3.2208 0.1496
101 O -4.3105 -2.2485 0.6094
102 H -5.2151 -3.2196 -0.9552
103 H -4.9211 -4.1830 0.4831
104 H -6.2463 -3.1181 0.4286
105 H -4.3636 -2.1420 1.5655
106 C -3.4581 -1.9078 7.1224
107 O -3.6581 -1.4323 5.7390
108 H -2.7777 -2.7348 7.1303
109 H -3.0388 -1.1291 7.7602
110 H -4.4578 -2.1203 7.5112
111 H -3.8608 -0.4943 5.7676
112 C -3.2596 1.8515 6.7626
113 O -4.0292 1.4179 5.6242
114 H -3.8780 2.4301 7.4676
115 H -2.8598 0.9229 7.1750
116 H -2.4248 2.5084 6.4275
117 H -4.2901 2.1769 5.1031
118 C -3.6042 0.5021 -1.7398
119 O -2.9072 -0.7485 -1.4537
120 H -3.2441 1.2705 -1.0511
121 H -3.4633 0.7799 -2.8021
122 H -4.7108 0.3572 -1.5995
123 H -3.4541 -1.1416 -0.7090
124 C -2.5288 -4.9585 -0.9362
125 O -1.1689 -4.9712 -1.1327
126 H -2.7917 -4.6636 0.0942
127 H -3.0499 -4.3770 -1.7461
128 H -2.9667 -5.9846 -1.0494
129 H -0.5060 -5.1070 0.7906
130 C -0.3658 3.0612 -1.8630
131 O -1.0647 3.7638 -2.8856
132 H -0.0756 2.0567 -2.1874
133 H 0.4272 3.6660 -1.4401
134 H -1.1147 2.8665 -1.1305
135 H -0.4816 3.9576 -3.6326
136 C -4.0082 5.0248 5.2894
137 O -5.2169 5.0162 4.5811
138 H -3.3205 4.2871 4.8442
139 H -3.4675 5.9838 5.2944
140 H -4.0324 4.6263 6.3279
141 H -5.2718 5.6818 3.8655
142 C -8.0705 2.2507 -2.2928
143 O -7.3773 1.0158 -2.5773
144 H -7.3864 3.0988 -2.4070
145 H -8.8887 2.5022 -2.9797
146 H -8.4937 2.2678 -1.2557
147 H -7.7171 0.4326 -1.9216
148 C -2.7186 -2.3138 -4.0429
149 O -2.1676 -2.6224 -2.7278
150 H -1.9986 -1.9281 -4.7444
151 H -3.3346 -3.0947 -4.4980
152 H -3.3662 -1.4530 -3.9765
153 H -2.4288 -1.7256 -2.2907
154 C 1.0688 7.0193 1.4649
155 O 2.0992 7.2439 2.4329
156 H 0.1191 7.0147 1.9654
157 H 1.1329 7.7804 0.6911
158 H 1.1730 6.0559 0.9578
159 H 1.8016 6.7905 3.2123
160 C -5.0700 -0.5946 2.8554
161 O -3.7565 -1.2980 2.9015
162 H -5.0779 0.3307 3.4180
163 H -5.3442 -0.3150 1.8303
164 H -5.9010 -1.1993 3.1801
165 H -3.4510 -1.2437 3.8051
166 C 4.9083 -3.7966 1.5126
167 O 3.7527 -3.2200 0.8668
168 H 4.7467 -4.0517 2.5098
169 H 5.2135 -4.6941 0.9384
170 H 5.7225 -3.0482 1.4052
171 H 3.5237 -2.4348 1.3860
172 C 0.8788 0.3090 6.2575
173 O 1.7061 1.3821 6.6704
174 H -0.1306 0.5587 6.5758
175 H 0.8418 0.2319 5.1663
176 H 1.2708 -0.6724 6.6055
177 H 2.5872 1.2919 6.1700
178 C -4.5514 5.0930 0.9693
179 O -5.4524 6.0279 1.6652
180 H -4.5712 5.2967 -0.0934
181 H -3.5418 5.1410 1.2743
182 H -4.9560 4.0933 1.1077
183 H -5.2325 6.9294 1.4331
184 C 1.8236 -2.3662 3.6003
185 O 2.8807 -1.4957 3.3236
186 H 0.8758 -2.1082 3.1238
187 H 2.1331 -3.3371 3.1477
188 H 1.6164 -2.4227 4.7126
189 H 2.5715 -0.6017 3.3330
190 C -2.8978 8.2597 -1.5792
191 O -3.4119 6.9228 -1.5766
192 H -1.8080 8.1771 -1.7801
193 H -3.2158 8.8153 -2.4554
194 H -3.0887 8.7783 -0.6166
195 H -4.2828 7.0456 -1.9491
196 C 6.6585 -3.4520 -5.8997
197 O 6.8422 -4.6009 -6.6199
198 H 6.8025 -2.5720 -6.5596
199 H 5.6597 -3.4632 -5.5136
200 H 7.3030 -3.3501 -5.0361
201 H 6.4720 -5.4810 -6.1549
202 C 2.7195 -4.1395 -2.1752
203 O 1.3268 -4.5895 -1.7563
204 H 2.8770 -3.2727 -1.5174
205 H 3.3835 -4.9465 -1.9129
206 H 2.7122 -3.9585 -3.2713
207 H 1.2782 -5.5437 -1.6077
208 C 2.5746 2.4026 3.7211
209 O 3.1804 1.1935 4.1434
210 H 2.7114 2.4675 2.6134
211 H 1.4851 2.4103 3.9142
212 H 3.1377 3.2631 4.1333
213 H 4.0593 1.2157 3.6885
214 C -3.4607 3.4567 -5.1098
215 O -2.6458 2.4051 -4.5911
216 H -4.3687 3.7280 -4.5154
217 H -2.9357 4.4024 -5.1636
218 H -3.8470 3.1799 -6.1327
219 H -2.1623 2.8452 -3.8787

Summary:
Total energy (eV): -148351.55347
HOMO (eV): -11.0
Gap between HOMO and LUMO (eV): 7.6
Total charge: +1
Energy above the lowest of the compared OMol25 structures with the same formula, charge and spin (eV): 0.000
Largest force on an atom (eV/Å): 5.37

# 2
ORCA calculation (the ωB97M-V functional and the def2-TZVPD basis) on C40H21Br4CoN9O2 as an isolated structure.

Element x y z (Å)
1 Co -0.5821 -0.0551 1.2056
2 C 3.5870 0.9307 1.0639
3 C 2.2299 0.8333 0.7093
4 N 1.2974 0.4896 1.5626
5 C 1.6403 0.2330 2.8594
6 C 2.9728 0.2874 3.2944
7 C 3.9554 0.6426 2.3436
8 C 3.2762 -0.0599 4.6330
9 C 2.2621 -0.4397 5.4629
10 C 0.9206 -0.4838 5.0359
11 C 0.5753 -0.1553 3.7379
12 N -0.6440 -0.2059 3.1131
13 C -1.8367 -0.5537 3.6246
14 C -2.2525 -0.6849 4.9513
15 C -3.5653 -1.0633 5.2650
16 C -4.5160 -1.3167 4.3131
17 C -4.1642 -1.1584 2.9520
18 C -5.0690 -1.3536 1.8857
19 C -4.6613 -1.1576 0.5970
20 C -3.3361 -0.7621 0.3561
21 N -2.4691 -0.5792 1.3254
22 C -2.8526 -0.7744 2.6185
23 H 4.3128 1.1642 0.2997
24 H 1.9281 0.9806 -0.3175
25 H 4.9972 0.6549 2.6419
26 H 4.3069 -0.0496 4.9645
27 H 2.4853 -0.7436 6.4786
28 H 0.1904 -0.8672 5.7263
29 H -1.5841 -0.4595 5.7635
30 H -3.8289 -1.1532 6.3132
31 H -5.5225 -1.6141 4.5776
32 H -6.0874 -1.6526 2.1071
33 H -5.3357 -1.2960 -0.2374
34 H -2.9836 -0.5847 -0.6510
35 Br 3.4562 -4.3576 4.3627
36 C 3.0226 -3.4424 2.7561
37 C 4.0132 -2.9925 1.9090
38 Br 5.8467 -3.2279 2.3543
39 C 3.6589 -2.3690 0.7020
40 Br 4.9890 -1.7582 -0.5156
41 C 2.3258 -2.1395 0.2961
42 O 2.0107 -1.5720 -0.7944
43 C 1.2831 -2.5185 1.2579
44 O 0.0588 -2.2005 1.0236
45 C 1.6774 -3.2129 2.4099
46 Br 0.2668 -3.8881 3.4965
47 N 0.2192 1.5509 -5.6355
48 C 0.2908 1.2645 -6.9795
49 C 0.5430 2.0486 -8.0988
50 C 0.5390 1.4069 -9.3238
51 C 0.2929 0.0300 -9.4278
52 C 0.0442 -0.7422 -8.3101
53 C 0.0433 -0.1145 -7.0651
54 N -0.1688 -0.6431 -5.8057
55 C -0.0547 0.3701 -4.9863
56 C -0.1968 0.3057 -3.5258
57 C -0.2229 1.4666 -2.7464
58 C -0.3806 1.3453 -1.3840
59 N -0.5021 0.1572 -0.7813
60 C -0.4281 -0.9601 -1.5093
61 C -0.3056 -0.9221 -2.8925
62 H 0.3675 2.4418 -5.1984
63 H 0.7354 3.1107 -8.0196
64 H 0.7324 1.9795 -10.2218
65 H 0.3023 -0.4335 -10.4062
66 H -0.1413 -1.8051 -8.3843
67 H -0.1427 2.4621 -3.1614
68 H -0.4250 2.2171 -0.7463
69 H -0.4554 -1.8852 -0.9514
70 H -0.2511 -1.8380 -3.4605
71 N -1.5082 2.3020 1.3385
72 C -1.6283 3.4525 1.4038
73 C -1.7841 4.8439 1.3568
74 C -1.6198 5.4821 0.1134
75 N -1.4703 5.9969 -0.9130
76 C -2.1744 5.5870 2.4851
77 N -2.5056 6.2091 3.4025

Summary:
Total energy (eV): -377128.56306
HOMO (alpha / beta) (eV): -1.2 / -1.3
Gap between HOMO and LUMO (alpha / beta) (eV): 4.7 / 4.8
Total charge: -2
Energy above the lowest of the compared OMol25 structures with the same formula, charge and spin (eV): 0.396
2S+1: 2
Largest force on an atom (eV/Å): 0.45